{
  "formula": "C42H46GaI2N4O",
  "method": "ωB97M-V/def2-TZVPD",
  "symbols": ["Ga", "I", "C", "C", "C", "I", "C", "C", "C", "C", "N", "C", "C", "O", "H", "H", "H", "H", "C", "C", "C", "C", "C", "C", "C", "C", "C", "C", "C", "C", "N", "C", "C", "C", "C", "C", "C", "C", "N", "C", "C", "C", "C", "C", "C", "C", "C", "C", "C", "C", "C", "H", "H", "H", "H", "H", "H", "H", "H", "H", "H", "H", "H", "H", "H", "H", "H", "H", "H", "H", "H", "H", "H", "H", "H", "H", "H", "H", "H", "H", "H", "H", "H", "H", "H", "H", "H", "H", "H", "H", "C", "C", "N", "H", "H", "H"],
  "xyz": [[-0.521340, -0.317386, 0.925895], [-2.037728, 5.143024, 1.863302], [-0.610930, 3.953850, 0.812964], [0.484589, 4.816739, 0.378423], [1.584033, 4.685564, -0.371488], [2.150846, 7.721004, -0.097892], [2.815238, 2.667392, -0.629404], [3.710210, 1.670998, -1.141322], [3.813568, 0.385333, -0.685889], [2.824717, -0.324723, 0.045349], [1.649493, 0.111206, 0.413370], [1.329550, 1.432677, 0.531723], [-0.778522, 2.610195, 0.812243], [-1.346209, 0.734215, 2.219319], [0.443541, 5.773322, 0.890685], [4.416052, 1.991356, -1.902307], [4.648560, -0.207131, -1.036129], [2.985232, -1.384685, 0.215137], [0.861856, 4.786149, -3.136210], [1.948676, 3.774372, -2.772273], [1.641386, 2.403229, -3.401558], [2.110910, 3.641186, -1.280309], [2.763135, 5.623191, -0.140500], [3.572846, 5.319340, 1.086566], [3.499254, 4.283118, 1.924580], [2.581509, 3.134130, 1.888819], [1.937429, 2.696856, 3.188747], [1.471937, 3.887804, 4.027032], [2.903486, 1.806792, 3.980809], [2.348816, 2.457995, 0.769452], [0.068686, 1.631325, 0.331152], [-1.917345, 1.802576, 1.484393], [-2.953424, 1.386752, 0.430929], [-3.911316, 2.340487, 0.091526], [-4.973424, 2.067859, -0.748316], [-5.134118, 0.773859, -1.220044], [-4.203894, -0.193360, -0.904037], [-3.066848, 0.089819, -0.125967], [-2.121066, -0.906953, 0.108774], [-2.328274, -2.250352, -0.310332], [-2.776179, -3.224129, 0.606449], [-2.808132, -4.553041, 0.185067], [-2.441510, -4.923692, -1.097545], [-2.064372, -3.948827, -2.003411], [-2.010784, -2.609508, -1.631657], [-1.591748, -1.574060, -2.658788], [-0.128531, -1.782243, -3.068546], [-2.499857, -1.604811, -3.892414], [-3.297718, -2.958641, 2.017816], [-4.332922, -1.831612, 2.113229], [-2.191838, -2.740842, 3.054894], [0.810991, 4.895109, -4.218786], [1.060528, 5.768925, -2.707619], [-0.113592, 4.447043, -2.782499], [2.907349, 4.126818, -3.178666], [0.845653, 1.900773, -2.846512], [2.518150, 1.757202, -3.406629], [1.308221, 2.534310, -4.430098], [3.427941, 5.611056, -1.003929], [4.324006, 6.074588, 1.291716], [4.172387, 4.295201, 2.776340], [1.058086, 2.090931, 2.941210], [2.319167, 4.432363, 4.446505], [0.850317, 3.535161, 4.849675], [0.878675, 4.583988, 3.431803], [3.837442, 2.330942, 4.191002], [3.134859, 0.896034, 3.425550], [2.448699, 1.523785, 4.930209], [-2.409193, 2.447333, 2.211988], [-3.836450, 3.333481, 0.513974], [-5.685639, 2.843027, -0.995800], [-5.988145, 0.520231, -1.835038], [-4.349775, -1.205531, -1.253011], [-3.146265, -5.315641, 0.877274], [-2.473694, -5.963536, -1.397603], [-1.819004, -4.233517, -3.019896], [-1.672563, -0.582876, -2.211085], [0.013464, -2.758052, -3.536166], [0.528282, -1.713326, -2.195361], [0.174699, -1.017511, -3.785819], [-2.447710, -2.568123, -4.401645], [-2.195603, -0.832644, -4.600674], [-3.538377, -1.421011, -3.621094], [-3.810781, -3.881066, 2.301162], [-3.854699, -0.855990, 2.169681], [-4.925668, -1.961743, 3.020130], [-5.012529, -1.842673, 1.261287], [-1.682648, -1.790532, 2.898549], [-1.457914, -3.548394, 3.029727], [-2.629711, -2.706207, 4.053123], [1.075302, -4.477595, -0.248280], [0.636436, -3.253074, 0.364684], [0.289636, -2.282349, 0.859105], [1.115729, -5.269503, 0.499360], [2.063402, -4.347085, -0.688586], [0.364522, -4.758778, -1.027458]],
  "forces_ev_per_a": [[-0.867, -0.204, -0.464], [0.173, -0.138, -0.181], [-0.318, -0.341, -0.002], [0.134, 0.220, -0.170], [-0.216, 0.009, -0.011], [0.114, -0.291, 0.020], [-0.335, 0.620, 0.236], [0.091, -0.437, -0.045], [0.441, 0.405, -0.328], [-0.765, 0.156, 0.051], [0.524, -0.799, 0.304], [-0.569, 1.120, -0.162], [-0.258, 0.616, 0.410], [0.469, -0.088, -0.003], [0.112, -0.046, 0.072], [-0.016, -0.069, -0.040], [-0.023, -0.024, 0.004], [0.026, -0.039, -0.097], [0.107, 0.017, -0.021], [-0.064, -0.058, -0.120], [0.033, 0.112, 0.069], [0.336, -0.429, 0.056], [-0.227, 0.349, 0.027], [0.090, 0.030, -0.016], [0.021, 0.027, -0.010], [-0.040, -0.291, -0.007], [-0.001, 0.041, 0.082], [-0.054, -0.070, -0.102], [-0.098, 0.036, -0.090], [0.260, -0.123, -0.092], [0.541, -0.928, 0.208], [-0.021, 0.140, 0.014], [-0.107, -0.247, 0.054], [0.022, 0.021, -0.059], [-0.086, 0.007, -0.019], [0.012, 0.116, -0.009], [0.229, -0.042, -0.001], [-0.348, 0.138, 0.004], [0.693, 0.065, 0.231], [-0.167, -0.043, -0.104], [-0.212, -0.044, -0.065], [0.051, -0.025, -0.007], [0.028, -0.002, -0.035], [-0.023, -0.052, -0.083], [0.026, 0.087, 0.113], [0.061, -0.073, -0.117], [-0.119, 0.123, 0.076], [0.059, 0.033, 0.075], [0.109, 0.261, -0.012], [0.022, -0.127, 0.006], [-0.033, -0.144, -0.118], [-0.009, -0.009, -0.003], [-0.040, 0.013, 0.006], [-0.008, 0.021, 0.029], [-0.010, 0.024, 0.024], [-0.034, -0.008, -0.026], [-0.038, -0.062, -0.015], [0.029, -0.011, -0.020], [-0.006, 0.098, 0.001], [0.042, -0.054, 0.020], [0.007, 0.067, -0.005], [-0.006, 0.032, -0.012], [-0.005, 0.019, 0.008], [0.020, 0.028, 0.036], [-0.016, 0.016, 0.022], [0.016, -0.023, 0.038], [0.055, 0.003, 0.015], [0.036, 0.002, 0.025], [-0.042, -0.030, -0.042], [0.046, -0.012, 0.050], [-0.011, -0.010, 0.023], [0.009, -0.037, 0.006], [0.027, -0.053, -0.067], [-0.012, 0.030, 0.018], [-0.039, -0.007, 0.004], [0.003, 0.008, -0.020], [-0.036, -0.038, 0.038], [0.035, -0.021, 0.003], [0.068, -0.014, -0.019], [0.056, -0.012, -0.006], [0.008, 0.000, -0.029], [-0.005, -0.007, -0.020], [-0.026, -0.003, 0.019], [0.025, -0.017, -0.035], [0.008, 0.057, -0.056], [0.009, 0.002, 0.006], [-0.026, 0.034, 0.026], [0.015, 0.110, 0.013], [0.030, -0.002, 0.033], [0.031, 0.007, 0.021], [0.103, -0.456, -0.218], [-0.113, 0.226, 0.197], [0.046, 0.375, 0.282], [-0.021, 0.031, 0.014], [-0.006, 0.040, 0.032], [-0.030, 0.069, 0.062]],
  "homo_lumo_gap_ev": 4.83,
  "multiplicity": 1,
  "e_homo_ev": -9.663,
  "e_above_lowest_kcal_mol": 164.9,
  "total_charge": 1
}



{
  "formula": "C42H46N8O7PbS2",
  "method": "ωB97M-V/def2-TZVPD",
  "symbols": ["Pb", "O", "C", "C", "C", "C", "C", "C", "C", "O", "N", "O", "O", "H", "H", "H", "H", "C", "N", "C", "C", "C", "C", "C", "N", "C", "C", "C", "C", "C", "C", "H", "H", "H", "H", "H", "H", "H", "H", "H", "H", "H", "C", "O", "C", "C", "C", "C", "C", "C", "N", "C", "C", "C", "C", "C", "C", "C", "O", "H", "H", "H", "H", "H", "H", "H", "H", "H", "H", "H", "H", "H", "S", "C", "N", "C", "C", "N", "H", "H", "H", "H", "H", "H", "C", "S", "C", "O", "H", "H", "H", "H", "H", "H", "C", "C", "N", "C", "C", "N", "H", "H", "H", "H", "H", "H"],
  "xyz": [[-0.157150, -1.525900, -0.846781], [-1.321815, -2.672118, -2.618391], [-2.530918, -2.727148, -2.893726], [-3.649289, -2.144116, -2.219860], [-4.898629, -2.460966, -2.791409], [-6.045895, -1.942887, -2.284626], [-6.013463, -1.035725, -1.210952], [-4.819341, -0.710121, -0.636010], [-3.581379, -1.286322, -1.066536], [-2.504172, -1.015581, -0.432993], [-7.336171, -2.328818, -2.874117], [-7.320792, -3.102822, -3.809838], [-8.338006, -1.852271, -2.379346], [-2.800554, -3.298294, -3.794061], [-4.955195, -3.127175, -3.644996], [-6.943865, -0.601514, -0.868952], [-4.772723, 0.010184, 0.172777], [3.444113, -1.401222, -1.407452], [2.164335, -0.776463, -1.713452], [2.093650, 0.155774, -2.588932], [0.832217, 0.761068, -2.911748], [0.516579, 1.716648, -3.870977], [-0.878130, 1.883889, -3.822170], [-1.344582, 1.003463, -2.847066], [-0.317795, 0.325065, -2.285505], [3.828565, -1.128285, 0.030215], [4.303021, 0.119960, 0.421852], [4.700965, 0.345623, 1.734640], [4.639518, -0.681480, 2.671203], [4.163764, -1.928924, 2.288243], [3.745145, -2.146866, 0.977992], [4.224454, -1.054884, -2.092400], [3.344445, -2.480551, -1.523574], [2.985817, 0.498305, -3.123477], [1.215089, 2.198406, -4.543165], [-1.480803, 2.537795, -4.435638], [-2.366226, 0.830734, -2.530029], [4.383817, 0.919226, -0.310987], [5.090258, 1.315583, 2.020851], [4.992684, -0.519577, 3.682887], [4.163775, -2.746014, 3.003894], [3.384363, -3.124106, 0.666948], [0.591837, 5.910582, -4.124231], [0.573829, 5.076498, -2.955342], [1.669262, 5.061486, -2.173932], [2.818223, 5.813537, -2.386337], [3.856988, 5.743939, -1.470643], [3.777553, 4.916342, -0.354922], [2.647612, 4.146180, -0.155180], [1.597597, 4.229024, -1.056629], [0.414075, 3.413278, -0.955123], [-0.200058, 2.965569, 0.082527], [-0.020747, 3.433523, 1.457741], [0.184952, 4.794102, 1.715523], [0.161597, 5.273888, 3.008946], [-0.044695, 4.394537, 4.069262], [-0.237713, 3.042661, 3.833117], [-0.238635, 2.578744, 2.534614], [-0.554697, 1.247290, 2.314395], [1.299749, 5.526139, -4.858602], [0.845906, 6.936843, -3.860102], [-0.413514, 5.881554, -4.526465], [2.902890, 6.449090, -3.256382], [4.745282, 6.341346, -1.635950], [4.600005, 4.864011, 0.346488], [2.593605, 3.463823, 0.684852], [0.030171, 3.124390, -1.851391], [-0.983949, 2.239011, -0.134117], [0.328589, 5.476087, 0.885654], [0.292590, 6.331489, 3.193946], [-0.061411, 4.765147, 5.086703], [-0.385670, 2.351000, 4.652860], [0.713221, 0.226713, 1.989282], [0.350946, -0.942149, 3.272051], [1.290085, -1.839876, 3.563610], [1.048986, -2.452097, 4.878823], [-0.199213, -1.683558, 5.366193], [-0.289718, -0.568572, 4.404576], [2.043317, -2.087305, 2.938008], [1.912669, -2.311982, 5.526010], [0.844505, -3.516235, 4.785196], [-0.095028, -1.300551, 6.375829], [-1.084766, -2.316959, 5.313223], [-1.136716, -0.030020, 4.327883], [1.567254, -4.776926, -3.055720], [1.432770, -5.257416, -1.344502], [-0.167466, -6.037965, -1.447559], [1.234628, -3.974819, -0.549146], [1.690121, -5.681012, -3.655781], [2.460436, -4.157477, -3.147014], [0.672159, -4.221563, -3.347255], [-0.168174, -6.747344, -2.277126], [-0.905159, -5.248465, -1.603435], [-0.344252, -6.566416, -0.511562], [-3.231390, -0.750540, 2.703116], [-2.471917, -1.983944, 2.358208], [-1.159299, -2.127700, 2.298699], [-0.907440, -3.444414, 1.947988], [-2.086155, -4.092103, 1.777512], [-3.060684, -3.153671, 2.043996], [-2.722947, 0.124583, 2.307430], [-3.360238, -0.652889, 3.785646], [-4.225822, -0.789129, 2.262245], [0.097888, -3.809983, 1.789857], [-2.318507, -5.110936, 1.512772], [-4.055023, -3.309983, 2.007335]],
  "forces_ev_per_a": [[-0.374, -0.189, 0.188], [0.040, -0.007, 0.088], [0.079, 0.033, 0.034], [0.008, -0.056, -0.027], [0.136, -0.078, -0.138], [-0.265, 0.051, 0.081], [-0.055, -0.008, -0.069], [0.046, -0.007, 0.082], [0.030, 0.046, -0.021], [0.040, 0.053, -0.191], [-0.036, 0.036, 0.007], [0.072, 0.047, 0.059], [0.098, 0.013, 0.013], [0.006, -0.042, 0.014], [0.004, 0.033, 0.036], [0.023, -0.020, 0.006], [-0.020, -0.052, -0.045], [-0.125, 0.165, 0.145], [0.095, -0.022, -0.234], [0.076, -0.102, 0.056], [-0.252, -0.119, 0.020], [0.176, 0.100, -0.045], [-0.074, 0.115, 0.071], [-0.043, 0.100, 0.136], [0.279, 0.100, 0.032], [0.071, -0.101, 0.043], [-0.035, 0.055, 0.058], [-0.036, -0.024, -0.003], [0.026, 0.092, -0.053], [0.095, 0.014, -0.053], [0.026, -0.083, -0.049], [0.049, 0.053, 0.025], [-0.053, -0.007, -0.077], [-0.035, 0.017, 0.003], [-0.072, -0.013, 0.077], [0.037, -0.071, 0.032], [0.108, -0.007, -0.037], [0.004, -0.065, 0.045], [-0.006, -0.044, -0.001], [-0.035, 0.012, -0.051], [0.009, 0.000, -0.048], [0.022, 0.078, 0.053], [0.025, -0.058, 0.107], [-0.011, 0.095, -0.114], [-0.202, 0.115, -0.179], [0.147, 0.032, 0.038], [-0.010, 0.007, -0.035], [0.048, 0.015, 0.009], [0.047, -0.196, 0.050], [-0.315, -0.213, 0.096], [0.407, 0.143, 0.309], [-0.112, 0.175, 0.190], [-0.003, -0.027, -0.326], [0.029, 0.089, -0.058], [-0.014, -0.043, 0.071], [0.039, 0.097, -0.005], [0.069, 0.067, 0.145], [-0.055, 0.083, 0.261], [-0.288, -0.133, -0.466], [0.020, -0.009, 0.006], [-0.036, 0.001, 0.012], [-0.042, -0.053, -0.016], [0.012, -0.012, 0.063], [-0.044, -0.035, 0.011], [-0.039, -0.009, -0.042], [-0.021, 0.039, -0.018], [-0.051, -0.256, -0.560], [0.114, 0.014, 0.054], [-0.023, -0.024, 0.081], [0.005, -0.034, 0.004], [0.013, -0.002, -0.051], [-0.004, 0.016, -0.057], [0.037, -0.098, 0.212], [1.342, 0.668, 0.624], [-0.747, -0.219, -0.160], [-0.070, 0.111, -0.059], [0.059, -0.003, -0.086], [-0.142, -0.294, -0.248], [0.019, 0.008, -0.019], [0.027, 0.064, -0.021], [0.029, -0.033, -0.013], [0.029, 0.017, 0.046], [-0.053, 0.020, -0.036], [-0.081, -0.041, -0.050], [-0.052, 0.104, -0.119], [0.289, 0.227, 0.354], [-0.150, 0.010, 0.008], [-0.023, -0.330, -0.348], [-0.016, 0.089, 0.015], [-0.076, -0.044, -0.023], [0.091, -0.009, -0.015], [-0.010, 0.026, 0.091], [-0.012, -0.080, -0.029], [-0.038, 0.046, -0.045], [-0.016, -0.119, 0.057], [0.142, -0.146, -0.187], [-0.224, -0.228, 0.206], [0.086, 0.241, -0.022], [-0.088, 0.040, 0.014], [-0.102, -0.141, 0.025], [0.016, 0.002, 0.002], [0.022, 0.009, -0.033], [0.007, -0.004, 0.011], [-0.119, 0.013, 0.041], [-0.005, 0.110, 0.004], [-0.012, 0.008, -0.037]],
  "homo_lumo_gap_ev": 6.26,
  "multiplicity": 1,
  "e_homo_ev": -12.318,
  "total_charge": 2
}